Record 1
Molecular formula: C26H55Br3F3N7O9
Method: DFT, ωB97M-V with the def2-TZVPD basis set

Geometry as XYZ:
```
103
Properties=species:S:1:pos:R:3:mulliken_charge:R:1
C -6.354 9.384 -25.866 -0.831
C -4.964 8.807 -26.038 0.019
O -4.546 8.579 -24.706 -0.134
C -3.409 7.947 -24.396 0.178
O -2.812 7.346 -25.292 -0.545
C -3.011 7.954 -22.886 0.967
F -3.912 8.590 -22.102 -0.263
F -2.799 6.708 -22.505 -0.118
F -1.831 8.608 -22.787 -0.249
H -6.295 10.168 -25.112 0.377
H -7.004 8.627 -25.426 0.004
H -6.681 9.672 -26.865 0.373
H -4.223 9.518 -26.402 0.341
H -4.902 7.869 -26.590 -0.067
Br -6.923 5.792 -24.031 -0.013
C -6.576 6.480 -22.225 -0.226
Br -5.207 5.366 -21.195 -0.113
Br -8.328 6.440 -21.181 -0.018
H -6.112 7.452 -22.388 0.314
C 0.511 7.063 -24.259 -0.574
N 0.509 8.438 -24.251 0.307
C 1.542 9.302 -24.195 0.524
C 3.005 8.894 -23.941 -1.112
O 1.376 10.479 -24.260 -0.653
H 0.403 6.713 -23.232 0.144
H 1.369 6.636 -24.778 0.469
H -0.343 6.659 -24.802 -0.215
H -0.372 8.893 -24.446 0.135
H 3.535 8.570 -24.837 0.325
H 3.074 8.057 -23.246 0.332
H 3.318 9.859 -23.544 0.366
C 1.775 8.675 -20.614 -0.792
N 0.446 8.665 -19.999 -0.227
C -0.420 7.628 -20.102 0.769
C -1.835 7.744 -19.463 -0.807
O -0.132 6.559 -20.623 -0.660
H 2.059 7.653 -20.866 0.281
H 2.335 8.953 -19.720 0.386
H 1.937 9.257 -21.521 0.140
H 0.148 9.547 -19.606 0.236
H -2.607 7.413 -20.158 0.026
H -2.066 8.758 -19.137 0.315
H -1.812 7.081 -18.598 0.337
C -5.156 7.698 -29.871 -0.542
N -6.194 7.544 -30.945 -0.116
C -7.404 8.089 -31.030 0.630
C -8.247 7.627 -32.195 -0.940
O -7.833 8.923 -30.188 -0.699
H -4.327 7.015 -30.056 0.102
H -5.657 7.430 -28.941 0.097
H -4.756 8.706 -29.758 0.303
H -5.887 6.992 -31.733 0.219
H -7.680 6.798 -32.618 0.320
H -8.388 8.396 -32.955 0.256
H -9.207 7.363 -31.751 0.244
C -12.952 9.347 -23.646 -1.019
N -11.741 8.790 -24.237 0.007
C -11.207 7.593 -23.933 0.361
C -9.958 7.352 -24.720 0.777
O -11.600 6.848 -23.013 -0.706
H -13.261 10.148 -24.318 0.353
H -12.961 9.643 -22.597 0.281
H -13.813 8.681 -23.696 0.311
H -11.502 9.217 -25.120 0.382
H -9.120 7.273 -24.027 -0.673
H -9.772 8.183 -25.401 -0.381
H -10.017 6.403 -25.253 0.345
C -0.293 4.982 -31.226 -0.960
N 0.061 5.262 -29.817 -0.197
C -0.617 6.088 -28.994 0.464
C -0.136 6.408 -27.571 -0.324
O -1.758 6.427 -29.283 -0.646
H -0.844 5.776 -31.728 0.302
H -0.732 4.016 -31.479 0.248
H 0.650 4.967 -31.774 0.402
H 1.009 5.007 -29.580 0.266
H -0.113 7.493 -27.471 0.318
H 0.813 5.951 -27.290 0.363
H -0.917 6.060 -26.895 -0.196
C -9.325 11.829 -28.067 -1.071
N -9.681 10.487 -28.276 0.055
C -10.605 9.771 -27.628 0.837
C -10.750 8.344 -28.101 -0.976
O -11.236 10.189 -26.629 -0.840
H -8.279 11.924 -27.777 0.302
H -9.857 12.344 -27.267 0.360
H -9.455 12.576 -28.849 0.366
H -9.240 10.134 -29.114 0.137
H -11.332 8.460 -29.016 0.396
H -11.137 7.652 -27.354 0.275
H -9.760 7.970 -28.363 0.210
C -3.593 3.988 -31.058 -1.223
N -3.555 4.271 -29.643 0.203
C -4.379 3.783 -28.746 0.710
C -4.254 4.454 -27.383 -0.343
O -5.294 2.951 -29.017 -0.743
H -4.538 3.695 -31.515 0.358
H -2.769 3.331 -31.339 0.338
H -3.226 4.890 -31.548 0.396
H -2.888 4.921 -29.253 0.005
H -4.541 3.778 -26.578 0.386
H -4.810 5.391 -27.345 -0.122
H -3.217 4.772 -27.277 -0.015
```

Lowest unoccupied orbital energy = -0.4 eV
ΔE to the lowest compared entry with this formula, charge and spin = 0.000 eV
SMILES = CCOC(=O)C(F)(F)F.BrC(Br)Br.CNC(C)=O.CNC(C)=O.CNC(C)=O.CNC(C)=O.CNC(C)=O.CNC(C)=O.CNC(C)=O
Charge = 0
HOMO energy = -8.79 eV
E = -274993.25601 eV

Record 2
Molecular formula: C26H55CrN2O26
Method: DFT, ωB97M-V with the def2-TZVPD basis set

Geometry as XYZ:
```
110
Properties=species:S:1:pos:R:3:mulliken_charge:R:1
Cr -1.022 2.581 0.048 0.949
C 0.464 -1.459 0.364 -1.072
C 1.154 -0.063 0.315 0.722
C 2.159 -0.039 -0.834 -1.139
O 0.381 1.070 0.317 0.669
H 0.046 -1.662 -0.626 0.078
H -0.286 -1.458 1.152 -0.001
H 1.260 -2.175 0.561 0.507
H 1.769 -0.093 1.229 -0.462
H 2.661 -1.002 -0.964 0.390
H 2.910 0.736 -0.690 -0.306
H 1.683 0.199 -1.792 0.139
C 4.420 1.201 -5.870 -0.756
O 4.290 0.724 -4.518 -0.216
C 4.889 1.484 -3.627 0.816
O 5.352 2.567 -3.798 -0.564
O 4.985 0.798 -2.492 -0.161
C 5.557 1.366 -1.321 -0.828
H 5.483 1.181 -6.103 0.323
H 3.978 2.189 -5.972 0.295
H 3.913 0.532 -6.558 0.235
H 6.634 1.194 -1.376 0.308
H 5.162 0.983 -0.386 0.245
H 5.420 2.447 -1.409 0.356
C 1.397 2.692 3.171 -0.074
O 1.696 4.039 2.777 -0.370
C 1.021 4.530 1.782 0.671
O 0.156 3.944 1.175 -0.373
O 1.490 5.719 1.512 -0.404
C 0.844 6.611 0.600 -0.615
H 2.254 2.344 3.742 0.271
H 1.220 2.039 2.317 -0.348
H 0.565 2.645 3.877 0.399
H 1.069 6.359 -0.437 0.228
H 1.296 7.583 0.776 0.252
H -0.215 6.608 0.857 0.294
C -2.770 -7.522 1.712 -0.755
O -2.285 -6.466 0.908 -0.287
C -1.005 -6.159 0.941 0.792
O -0.158 -6.587 1.675 -0.568
O -0.766 -5.298 -0.059 -0.291
C 0.586 -4.950 -0.317 -0.400
H -2.115 -7.758 2.547 0.365
H -2.950 -8.426 1.129 0.270
H -3.764 -7.267 2.081 0.253
H 0.621 -4.469 -1.293 0.184
H 1.267 -5.797 -0.385 0.396
H 0.875 -4.258 0.473 0.106
C -5.081 -2.046 4.558 -0.744
O -3.981 -2.386 3.735 -0.302
C -4.172 -2.429 2.417 0.790
O -5.173 -2.060 1.840 -0.618
O -3.002 -2.676 1.843 -0.182
C -2.975 -2.960 0.433 0.004
H -4.750 -1.979 5.592 0.266
H -5.813 -2.854 4.526 0.339
H -5.567 -1.102 4.315 0.287
H -3.982 -2.977 0.026 0.412
H -2.599 -3.976 0.330 -0.029
H -2.326 -2.268 -0.091 -0.182
C -1.733 0.082 3.041 0.216
O -2.860 0.919 3.316 -0.506
C -3.114 1.968 2.587 0.619
O -2.505 2.304 1.592 -0.191
O -4.206 2.532 3.061 -0.350
C -4.683 3.695 2.384 -0.703
H -1.782 -0.372 2.049 -0.366
H -1.844 -0.751 3.727 0.372
H -0.784 0.611 3.061 -0.009
H -4.083 4.577 2.625 0.306
H -5.706 3.872 2.691 0.295
H -4.548 3.643 1.303 0.244
C -1.047 -0.057 -2.844 -0.438
O -2.227 -0.560 -2.221 -0.370
C -2.864 0.221 -1.367 0.729
O -2.427 1.239 -0.883 0.007
O -4.042 -0.312 -1.136 -0.284
C -5.080 0.524 -0.629 -0.642
H -0.415 -0.911 -3.063 0.322
H -0.506 0.635 -2.198 -0.211
H -1.278 0.482 -3.762 0.397
H -5.949 0.541 -1.277 0.352
H -4.826 1.548 -0.348 0.221
H -5.330 0.105 0.352 0.192
C 2.411 3.565 -1.778 0.213
O 1.639 3.858 -2.947 -0.413
C 0.350 3.682 -2.929 0.766
O -0.302 3.248 -1.996 0.029
O -0.145 3.982 -4.111 -0.402
C -1.490 3.621 -4.383 -0.553
H 2.138 4.241 -0.967 -0.205
H 3.439 3.817 -2.033 0.260
H 2.349 2.509 -1.531 -0.191
H -1.867 4.111 -5.278 0.311
H -2.194 3.975 -3.627 0.242
H -1.540 2.544 -4.520 0.162
C 2.285 -2.515 3.869 -0.729
N 2.473 -1.028 3.891 0.895
O 1.448 -0.374 3.852 -0.445
O 3.591 -0.588 3.993 -0.568
H 1.540 -2.709 3.108 0.236
H 1.996 -2.806 4.876 0.293
H 3.250 -2.978 3.689 0.315
C 4.317 -2.376 -3.042 -0.718
N 3.695 -3.625 -2.576 0.990
O 2.889 -4.147 -3.311 -0.563
O 4.001 -4.055 -1.487 -0.545
H 5.095 -1.993 -2.393 0.277
H 3.498 -1.675 -3.170 0.219
H 4.804 -2.564 -3.998 0.363
```

Lowest unoccupied orbital energy (spin up / spin down) = -2.2 / -2.4 eV
ΔE to the lowest compared entry with this formula, charge and spin = 0.000 eV
2S+1 = 5
Charge = +1
HOMO energy (spin up / spin down) = -10.56 / -10.71 eV
E = -112479.78768 eV

Question: Which value of charge does entry 1 give?
Answer: 0

Question: What is the formula in the second record?
Answer: C26H55CrN2O26

Question: Among the records above, which one has the highest charge?
Answer: C26H55CrN2O26